Computed, not measured: a 9-piece molecular cluster, C23H47Cl4NO20 overall at a distorted geometry, with ωB97M-V/def2-TZVPD.

SMILES: C[N+](=O)[O-].COC(=O)OC.COC(=O)OC.COC(=O)OC.COC(=O)OC.COC(=O)OC.COC(=O)OC.ClCCCl.ClCCCl
Energy relative to the best compared isomer or geometry (same formula, charge and spin) in kcal/mol: 76.2
HOMO energy in eV: -10.4

Geometry as XYZ:
```
95
Properties=species:S:1:pos:R:3:lowdin_charge:R:1
Cl -4.98116 -1.63480 16.76287 0.501
C -4.32127 -2.63090 18.17026 -0.596
C -4.89961 -4.00769 18.18854 -0.655
Cl -6.67423 -4.11383 18.24309 0.633
H -4.46725 -1.98962 19.03948 0.070
H -3.23373 -2.70348 18.16139 0.046
H -4.45636 -4.52554 19.03909 0.081
H -4.61235 -4.52702 17.27427 0.047
Cl -6.06875 -9.89432 13.22849 0.573
C -4.78487 -10.17056 14.44700 -0.627
C -4.53501 -11.64840 14.45497 -0.706
Cl -5.87267 -12.67010 15.00008 0.565
H -5.14792 -9.77607 15.39604 0.052
H -3.93706 -9.53463 14.19220 0.066
H -3.77239 -11.84981 15.20727 0.026
H -4.14933 -11.90212 13.46756 0.076
C -3.22290 -13.26712 18.14561 0.072
N -3.25417 -11.75578 18.34442 -0.425
O -3.21590 -11.07728 17.31139 0.028
O -3.42487 -11.31838 19.43581 0.094
H -2.52622 -13.60114 18.91447 0.100
H -2.95899 -13.48972 17.11173 0.090
H -4.27344 -13.53642 18.25491 0.102
C -11.53127 -12.26397 13.54941 -0.057
O -11.34391 -11.00965 14.22663 -0.013
C -10.73018 -10.01169 13.50736 -0.590
O -10.50165 -10.05622 12.33448 0.130
O -10.60248 -8.92453 14.25869 0.000
C -9.73825 -7.79858 13.92736 -0.009
H -10.61662 -12.85108 13.46688 0.092
H -12.04573 -12.26823 12.58847 0.093
H -12.13434 -12.84695 14.24550 0.088
H -9.64959 -7.07768 14.74010 0.095
H -10.11316 -7.28159 13.04403 0.084
H -8.73440 -8.11622 13.64544 0.069
C -8.96456 -6.16211 24.44236 -0.057
O -8.83470 -6.81361 23.21906 0.001
C -8.40726 -6.20606 22.12997 -0.555
O -7.94365 -5.05497 22.07813 0.093
O -8.31263 -7.14981 21.17336 0.010
C -7.88008 -6.74502 19.89577 -0.098
H -9.75337 -5.41261 24.50654 0.100
H -8.00765 -5.74107 24.75086 0.099
H -9.22555 -6.96929 25.12679 0.096
H -8.64514 -6.19004 19.35281 0.094
H -7.72965 -7.65990 19.32265 0.086
H -6.98339 -6.13133 19.80952 0.036
C -1.13059 -8.77397 14.80069 -0.059
O -1.89144 -8.21842 15.85561 0.007
C -1.21650 -7.49960 16.72612 -0.566
O -0.21710 -6.81532 16.46969 0.097
O -2.00305 -7.33547 17.80536 -0.018
C -1.72240 -6.61511 18.97981 -0.041
H -1.18906 -8.24985 13.84677 0.087
H -1.47938 -9.78121 14.57284 0.086
H -0.05171 -8.84386 14.93933 0.102
H -2.23679 -7.05868 19.83231 0.088
H -2.15407 -5.61468 19.00970 0.076
H -0.64882 -6.45546 19.07990 0.102
C -4.90002 -2.59990 12.10778 -0.029
O -6.13157 -3.01004 11.53971 0.011
C -7.16004 -3.18095 12.35105 -0.580
O -7.11596 -3.63561 13.45449 0.137
O -8.29516 -2.95825 11.61656 -0.012
C -9.46579 -3.49883 12.10422 -0.074
H -4.06593 -2.51619 11.41107 0.104
H -4.59606 -3.23984 12.93614 0.071
H -5.10533 -1.68282 12.65998 0.103
H -9.42261 -4.58516 12.02594 0.096
H -10.30792 -3.08154 11.55216 0.100
H -9.53673 -3.18020 13.14418 0.097
C -2.51426 -5.41888 14.11485 -0.036
O -2.18919 -4.05034 14.31571 -0.035
C -1.76709 -3.58951 15.55589 -0.461
O -1.96654 -4.21250 16.60324 0.087
O -0.97586 -2.45218 15.43083 -0.011
C -0.70932 -1.77451 16.70552 -0.030
H -1.59693 -6.00011 14.02126 0.094
H -3.07376 -5.52060 13.18495 0.093
H -3.27053 -5.64701 14.86593 0.077
H -1.61099 -1.43492 17.21520 0.075
H -0.06414 -0.91958 16.50316 0.093
H -0.16655 -2.39042 17.42258 0.092
C -5.90803 -6.14829 14.72893 -0.054
O -5.25055 -6.49217 15.89430 -0.037
C -5.64328 -7.48683 16.67330 -0.524
O -6.74870 -8.11836 16.51577 0.050
O -4.81884 -7.49732 17.73369 -0.021
C -4.88476 -8.44634 18.79557 -0.014
H -6.79248 -5.57058 14.99743 0.094
H -6.30701 -7.04025 14.24589 0.073
H -5.27288 -5.58135 14.04829 0.079
H -4.98816 -9.46586 18.42411 0.078
H -5.75649 -8.12924 19.36798 0.074
H -3.94387 -8.52503 19.34023 0.081
```



Computed, not measured: C30H33N9O2STi as an isolated structure, with ωB97M-V/def2-TZVPD.

Charge: +2
Energy relative to the best compared isomer or geometry (same formula, charge and spin) in kcal/mol: 6.5
HOMO energy in eV: -13.3

Geometry as XYZ:
```
76
Properties=species:S:1:pos:R:3:lowdin_charge:R:1
Ti -0.03079 -0.51259 -0.35758 1.138
C 1.86004 -4.01272 0.98960 0.030
C 1.10997 -2.75302 1.21897 -0.372
O 0.59993 -2.19424 0.15848 -0.141
C 0.92111 -2.17972 2.44962 0.007
C 0.20948 -0.98406 2.65068 -0.278
C -0.08459 -0.56659 4.05451 0.003
N -0.19017 -0.21895 1.62618 -0.040
N -0.99853 0.87586 2.01242 0.115
C -1.61158 1.31483 0.97421 -0.408
O -1.35642 0.75485 -0.20827 -0.203
C -2.62353 2.37772 1.04153 -0.167
C -3.28057 2.78861 -0.11351 -0.015
C -4.24074 3.78761 -0.04262 -0.056
C -4.53746 4.37701 1.17824 -0.055
C -3.87569 3.97047 2.33250 -0.057
C -2.92031 2.97243 2.26782 -0.026
H 1.18675 -4.77363 0.58899 0.107
H 2.31263 -4.37846 1.90727 0.099
H 2.63957 -3.83593 0.24566 0.099
H 1.29501 -2.69681 3.32068 0.132
H 0.01789 -1.41514 4.72561 0.093
H -1.07084 -0.12248 4.14103 0.085
H 0.63506 0.20106 4.35456 0.110
H -3.03676 2.33007 -1.06182 0.112
H -4.75629 4.10691 -0.93825 0.112
H -5.28792 5.15470 1.23365 0.115
H -4.11183 4.42981 3.28304 0.113
H -2.40762 2.64243 3.16173 0.114
C -1.01142 -1.01137 -3.41338 -0.056
N -0.00440 -0.20198 -2.68542 -0.077
C 1.37008 -0.25790 -3.23932 -0.079
C 2.32889 -0.49189 -2.12513 -0.306
N 2.00615 -0.25531 -0.87232 0.012
C 3.17962 -0.48033 -0.12809 -0.196
C 3.43991 -0.30875 1.22696 -0.001
C 4.71644 -0.59862 1.66481 -0.046
C 5.71438 -1.03971 0.77899 -0.049
C 5.47064 -1.18528 -0.57220 0.010
C 4.18255 -0.88692 -0.99607 -0.160
N 3.59687 -0.89180 -2.26590 0.211
C -1.68209 -1.92045 -2.44215 -0.268
N -1.57934 -1.71120 -1.14895 0.064
C -2.33256 -2.72290 -0.52706 -0.180
C -2.57389 -2.97827 0.81806 0.006
C -3.38362 -4.05431 1.11686 -0.047
C -3.94564 -4.85407 0.10617 -0.049
C -3.71682 -4.59983 -1.23068 0.011
C -2.89711 -3.51524 -1.51508 -0.157
N -2.45405 -2.97434 -2.72780 0.206
H -0.54360 -1.57941 -4.21666 0.136
H -1.75194 -0.35603 -3.87472 0.152
H -0.30378 0.77292 -2.67485 0.084
H 1.61808 0.69042 -3.72019 0.142
H 1.44963 -1.04111 -3.99213 0.137
H 2.68188 0.06639 1.90021 0.111
H 4.96277 -0.46811 2.70976 0.116
H 6.70294 -1.25277 1.16205 0.118
H 6.24597 -1.49677 -1.25882 0.124
H 4.05843 -1.09341 -3.13856 0.185
H -2.15767 -2.35158 1.59590 0.112
H -3.60194 -4.28477 2.15061 0.117
H -4.57824 -5.68578 0.38415 0.118
H -4.15832 -5.20976 -2.00705 0.124
H -2.70937 -3.28791 -3.65070 0.185
C 2.14445 5.35110 -2.13304 -0.091
N 1.52681 5.22738 -0.81963 -0.047
C 1.03539 4.09797 -0.31554 -0.834
N 0.52864 4.16303 0.92627 0.123
S 1.07989 2.62970 -1.17905 0.688
H 2.35957 6.40381 -2.29451 0.093
H 1.46506 5.00180 -2.90706 0.073
H 3.06989 4.78002 -2.18462 0.082
H 1.52312 6.04771 -0.23483 0.146
H 0.44475 5.03365 1.42400 0.120
H 0.11720 3.34191 1.33182 0.070
```



Computed, not measured: C51H37Br2ClI2O31 as an isolated structure at a distorted geometry, with ωB97M-V/def2-TZVPD.

HOMO energy in eV: -8.2

Geometry as XYZ:
```
124
Properties=species:S:1:pos:R:3:lowdin_charge:R:1
C 1.73734 -0.12790 -3.93642 -0.126
C 1.04824 -0.76868 -2.59578 -0.572
Br 1.95460 -2.36414 -1.70180 0.614
C -0.19032 -0.13879 -2.06878 -0.512
Br -0.93964 -0.98286 -0.36775 0.652
C -0.99501 1.14489 -2.64073 -0.232
O -0.25750 2.41603 -2.94656 -0.045
C -1.42700 3.33613 -3.14553 -0.206
O -1.51898 4.59804 -2.69679 0.043
O -2.44259 2.51440 -3.88252 -0.113
C -1.93812 1.09886 -3.96784 -0.605
Cl -1.12240 1.18036 -5.67461 0.539
C -3.34488 0.26847 -4.00819 -0.603
I -3.94012 0.23217 -6.16243 0.717
C -3.28970 -1.29350 -3.55341 -0.738
C -4.79742 -1.64096 -2.91614 -0.195
I -3.10054 -2.65330 -5.30504 0.653
H 1.84366 1.03529 -3.82653 0.102
H 2.78852 -0.57322 -4.21134 0.048
H 1.01740 -0.38981 -4.85202 0.076
H -1.71656 1.45225 -1.74048 0.166
H -4.23897 0.87121 -3.49494 0.129
H -2.43048 -1.59415 -2.82242 0.047
H -4.87757 -2.77038 -2.57904 0.087
H -4.94343 -0.92036 -2.00266 0.083
H -5.59003 -1.37571 -3.75797 0.080
C -3.31983 -0.19408 2.98293 0.081
C -4.29920 0.37713 3.68668 -0.199
C -5.33339 -0.44109 4.37849 -0.295
O -6.21016 0.11152 5.03340 0.111
C -5.26069 -1.90404 4.24039 0.066
C -4.28324 -2.47490 3.53374 -0.194
C -3.23368 -1.65784 2.86517 -0.290
O -2.33731 -2.21211 2.23790 0.038
O -4.21049 -3.84908 3.39759 0.086
O -4.38819 1.75242 3.79967 0.070
H -2.56031 0.38850 2.47691 0.128
H -6.02881 -2.48597 4.73342 0.115
H -3.41654 -4.01466 2.84377 0.096
H -5.17861 1.91765 4.35844 0.120
C 7.93476 -0.80748 -4.77701 0.094
C 6.61379 -0.98794 -4.83348 -0.174
C 5.67400 0.16718 -4.82219 -0.274
O 4.46600 -0.02914 -4.89430 0.071
C 6.24495 1.51916 -4.71830 0.086
C 7.56580 1.69920 -4.65835 -0.204
C 8.50607 0.54573 -4.69749 -0.299
O 9.71578 0.74395 -4.65920 0.116
O 8.10902 2.96688 -4.55788 0.086
O 6.06936 -2.25699 -4.90571 0.052
H 8.62940 -1.63796 -4.78665 0.143
H 5.55004 2.34873 -4.69309 0.141
H 9.08154 2.83263 -4.53190 0.119
H 5.09719 -2.12234 -4.93777 0.129
C 7.00789 -6.74762 -6.48496 0.076
C 6.38762 -5.57254 -6.36175 -0.201
C 5.21393 -5.22464 -7.20972 -0.299
O 4.65287 -4.14484 -7.06054 0.107
C 4.77233 -6.20713 -8.21187 0.077
C 5.39489 -7.38073 -8.33727 -0.208
C 6.55091 -7.73937 -7.47059 -0.308
O 7.09115 -8.83314 -7.59693 0.103
O 4.98681 -8.30758 -9.27887 0.079
O 6.81308 -4.63429 -5.43937 0.066
H 7.86076 -7.01440 -5.87360 0.137
H 3.92933 -5.93432 -8.83370 0.137
H 5.59292 -9.07281 -9.17137 0.117
H 6.20322 -3.87162 -5.54280 0.058
C 2.61256 -4.55626 2.98860 0.080
C 2.67716 -5.30400 4.09198 -0.208
C 1.45684 -5.92307 4.67952 -0.306
O 1.55024 -6.62073 5.68329 0.106
C 0.16694 -5.66270 4.02151 0.080
C 0.10211 -4.91209 2.92013 -0.195
C 1.32586 -4.31612 2.31732 -0.296
O 1.23683 -3.64588 1.29408 0.053
O -1.10719 -4.66113 2.29818 0.058
O 3.88262 -5.53196 4.72997 0.080
H 3.49195 -4.10212 2.54958 0.138
H -0.71438 -6.10393 4.46908 0.138
H -0.89034 -4.09657 1.52439 0.102
H 3.66651 -6.10143 5.50022 0.117
C -2.99632 6.57966 3.06458 0.080
C -2.00080 7.15758 2.38954 -0.196
C -1.45244 6.54752 1.14665 -0.270
O -0.55030 7.11156 0.53754 0.102
C -2.02349 5.26840 0.69682 0.090
C -3.01665 4.68892 1.37392 -0.199
C -3.58323 5.31298 2.60098 -0.301
O -4.50833 4.76568 3.19160 0.101
O -3.55614 3.48543 0.95829 0.074
O -1.44233 8.34686 2.82063 0.086
H -3.40594 7.01327 3.96820 0.138
H -1.60367 4.82697 -0.19796 0.117
H -4.25888 3.27519 1.61133 0.101
H -0.74376 8.56005 2.16425 0.077
C -8.09632 -3.71408 9.25833 0.079
C -7.10080 -3.13618 8.58329 -0.202
C -6.55244 -3.74623 7.34040 -0.290
O -5.65030 -3.18219 6.73129 0.085
C -7.12349 -5.02535 6.89057 0.082
C -8.11665 -5.60483 7.56767 -0.206
C -8.68323 -4.98078 8.79473 -0.305
O -9.60833 -5.52807 9.38534 0.109
O -8.65614 -6.80832 7.15204 0.083
O -6.54233 -1.94689 9.01438 0.084
H -8.50594 -3.28048 10.16195 0.139
H -6.70367 -5.46678 5.99579 0.139
H -9.35887 -7.01856 7.80508 0.118
H -5.84376 -1.73370 8.35800 0.117
C 3.93660 9.37998 1.19985 0.077
C 2.61563 9.19952 1.14338 -0.198
C 1.67584 10.35464 1.15467 -0.289
O 0.46784 10.15831 1.08256 0.105
C 2.24679 11.70661 1.25856 0.079
C 3.56764 11.88666 1.31852 -0.207
C 4.50790 10.73319 1.27937 -0.307
O 5.71762 10.93141 1.31767 0.104
O 4.11085 13.15434 1.41898 0.080
O 2.07120 7.93046 1.07116 0.080
H 4.63124 8.54949 1.19021 0.138
H 1.55187 12.53618 1.28377 0.138
H 5.08338 13.02008 1.44496 0.117
H 1.09903 8.06511 1.03910 0.060
```



The evaluated M for the records listed, in turn: 799.4, 631.6, 1594.9 g mol⁻¹.